# 1
14
Properties=species:S:1:pos:R:3 method="wB97M-V/def2-TZVPD" orbital_gap_ev=6.94 lumo_energy_ev=3.43 total_energy_ev=-13918.64794 charge=-1 de_lowest_ev=1.433
C -2.6972 -0.6407 -0.2598
C -1.3529 -1.0235 -0.1933
C -2.7176 0.7391 -0.0563
C 1.2242 0.4128 0.3648
C 3.9199 -0.0320 0.0150
C -0.7052 0.1787 0.0075
N -1.4853 1.2471 0.1319
O 3.9014 1.1356 0.0394
O 2.0186 -0.4991 0.2449
O 4.4258 -1.0785 -0.0875
H -3.5468 -1.2841 -0.4203
H -0.9170 -1.9977 -0.3035
H -3.5787 1.3911 -0.0357
H 1.5110 1.4511 0.5529


# 2
62
Properties=species:S:1:pos:R:3 method="wB97M-V/def2-TZVPD" orbital_gap_ev="9.00 / 2.66" lumo_energy_ev="-1.90 / -8.24" total_energy_ev=-56241.35085 s2=0.769 multiplicity=2 charge=+1 de_lowest_ev=0.000
O 5.4207 0.8782 7.4869
H 4.4900 1.1020 7.5596
H 5.7071 0.4380 8.2905
H 5.6687 0.4486 6.6650
C 9.1334 -1.8628 6.4028
F 8.6934 -2.7286 5.4669
F 10.4511 -2.1830 6.6505
F 9.0170 -0.5782 5.9802
S 8.1711 -2.1179 8.0228
O 7.1090 -1.0749 7.9588
O 7.6454 -3.5210 7.9720
O 9.1055 -1.9322 9.1765
C 2.3052 2.1938 7.3818
O 2.9074 1.4427 8.1200
N 1.0459 2.3198 7.2542
N 2.9921 2.9581 6.5709
H 0.5933 2.8024 6.4911
H 0.3663 1.8488 7.8341
H 3.9922 3.0023 6.7048
H 2.5354 3.7381 6.1203
C 5.0644 -1.3994 4.4973
O 5.0439 -0.4900 5.2686
N 4.1462 -1.5450 3.6250
N 5.9116 -2.4033 4.5062
H 3.4994 -0.8115 3.3724
H 4.0642 -2.4197 3.1268
H 5.8105 -3.2162 3.9153
H 6.7528 -2.2255 5.0362
C 5.9427 2.0853 10.9580
C 6.1076 0.6440 11.1190
C 5.7845 0.0758 12.4821
O 5.7188 -1.3401 12.4955
C 6.9131 -2.0251 12.1531
N 5.4515 -0.1393 10.1246
H 6.3572 2.5510 11.8521
H 4.8779 2.3074 10.8880
H 6.4901 2.3755 10.0612
H 7.1681 0.5116 10.9048
H 4.8341 0.5127 12.7884
H 6.5442 0.3981 13.1941
H 7.3031 -1.8106 11.1581
H 6.6135 -3.0680 12.2561
H 7.7424 -1.8559 12.8399
H 4.5658 -0.2606 10.5946
H 5.9237 -1.0310 10.0793
C 6.1581 6.2504 4.5934
C 6.3284 4.9319 3.7824
C 5.5707 3.6489 4.3116
O 6.2093 3.0482 5.4649
C 7.5013 2.4663 5.1520
N 5.9010 5.1447 2.4272
H 5.1083 6.4660 4.7923
H 6.6334 7.0992 4.1018
H 6.7315 6.1701 5.5169
H 7.3927 4.7051 3.7206
H 5.5324 2.9391 3.4854
H 4.5467 3.9112 4.5774
H 8.1552 3.2627 4.7968
H 7.4768 1.7032 4.3741
H 7.9024 2.1353 6.1100
H 6.1181 4.3667 1.8208
H 6.0313 6.0710 2.0465


# 3
26
Properties=species:S:1:pos:R:3 method="wB97M-V/def2-TZVPD" orbital_gap_ev="6.87 / 8.63" lumo_energy_ev="-12.03 / -13.01" total_energy_ev=-47882.06528 s2=8.754 multiplicity=6 charge=+3
O 0.8675 0.4737 -0.4771
C 2.1036 -0.0199 -0.9480
C 1.9405 -1.4215 -1.5154
O 0.7880 -1.4169 -2.3709
C 0.5803 -2.6433 -3.0681
Ho -0.8152 -0.0878 -1.7536
H 2.8541 -0.0524 -0.1422
H 2.4815 0.6572 -1.7306
H 1.7715 -2.1629 -0.7183
H 2.8244 -1.7139 -2.0999
H -0.4055 -2.5948 -3.5417
H 1.3528 -2.7529 -3.8404
H 0.6163 -3.4863 -2.3637
O -1.1459 -0.5322 0.6101
C -0.0140 -0.1518 1.1226
O 0.0054 0.7932 2.0704
C -1.1594 1.0236 2.8370
O -2.1690 1.6337 2.0685
C -1.9793 3.0431 1.8250
Mg -2.9503 0.4471 0.5752
H 0.7052 -0.9620 1.2983
H -0.8590 1.6928 3.6497
H -1.5467 0.0786 3.2349
H -2.8373 3.3859 1.2381
H -1.9556 3.5709 2.7853
H -1.0540 3.1987 1.2546